[1]
Computed, not measured: an isolated ion of composition C10H20NO2 and charge +1 at a distorted geometry, with ωB97M-V/def2-TZVPD.

ORCA input file:
```
! RIJCOSX wB97M-V def2-TZVPD def2/J DEFGRID3
* xyz 1 1
C 2.433 1.996 2.010
C 1.374 0.944 2.370
O 0.217 1.688 2.740
C -0.879 0.857 2.362
C -0.384 0.227 1.049
C -0.648 1.122 -0.153
C 0.042 0.507 -1.358
N -0.367 -0.875 -1.679
C 0.570 -1.419 -2.644
C -1.741 -0.892 -2.261
C -0.232 -1.749 -0.484
C -0.928 -1.193 0.757
O 1.006 0.103 1.258
H 3.420 1.545 1.791
H 2.121 2.624 1.153
H 2.531 2.659 2.861
H 1.718 0.364 3.246
H -1.037 0.064 3.136
H -1.772 1.452 2.245
H -0.204 2.123 0.032
H -1.726 1.235 -0.350
H 1.142 0.544 -1.130
H -0.202 1.107 -2.264
H 0.242 -2.388 -2.972
H 0.674 -0.805 -3.524
H 1.574 -1.569 -2.184
H -1.720 -0.409 -3.241
H -2.506 -0.393 -1.636
H -2.091 -1.937 -2.418
H 0.826 -1.864 -0.269
H -0.656 -2.716 -0.678
H -0.785 -1.806 1.636
H -2.014 -1.146 0.600
*
```

Computed properties:
E_tot in eV: -16273.0264
Frontier orbital gap in eV: 10.559
Energy above the lowest of the compared OMol25 structures with the same formula, charge and spin in kJ/mol: 71.90
HOMO energy in eV: -13.12
M in g/mol: 186.275

Results of the Mulliken charge analysis, in e, for atoms 1 through 4:
1. C -1.341
2. C 0.227
3. O -0.376
4. C -0.741

=====

[2]
Computed, not measured: C10H20O11SeTc as an isolated structure, with ωB97M-V/def2-TZVPD.

ORCA input file:
```
! RIJCOSX wB97M-V def2-TZVPD def2/J DEFGRID3
* xyz 2 4
Tc 0.416 0.294 0.180
C 2.661 -1.450 -0.453
C 1.547 -2.466 -0.289
O 0.403 -1.791 0.329
C -0.006 -2.234 1.661
C -1.251 -1.446 1.978
O -0.954 -0.038 1.778
C -2.071 0.864 2.054
C -2.998 0.813 0.865
O -2.121 0.958 -0.243
C -2.625 0.593 -1.515
C -1.510 0.946 -2.450
O -0.295 0.292 -1.965
C 0.834 0.732 -2.764
C 1.963 -0.196 -2.440
O 2.079 -0.210 -0.983
H 3.428 -1.790 -1.148
H 3.120 -1.175 0.491
H 1.860 -3.293 0.346
H 1.182 -2.859 -1.236
H 0.807 -2.029 2.357
H -0.226 -3.300 1.616
H -1.537 -1.587 3.021
H -2.074 -1.740 1.324
H -1.606 1.839 2.180
H -2.538 0.552 2.987
H -3.724 1.628 0.901
H -3.542 -0.134 0.797
H -3.519 1.168 -1.772
H -2.866 -0.475 -1.542
H -1.329 2.023 -2.442
H -1.692 0.598 -3.465
H 1.061 1.770 -2.510
H 0.577 0.661 -3.821
H 2.914 0.146 -2.846
H 1.746 -1.208 -2.780
O 3.427 1.475 3.222
Se 2.059 1.699 2.477
O 2.420 2.567 0.933
O 1.655 0.210 1.637
O 0.710 2.271 3.079
O 0.367 2.167 -0.014
O 1.247 3.155 0.467
*
```

Computed properties:
E_tot in eV: -100735.3460
Frontier orbital gap (spin up / spin down) in eV: 8.838 / 8.057
Expectation value of S²: 3.765
HOMO energy (spin up / spin down) in eV: -16.75 / -16.96
M in g/mol: 493.219

Results of the Mulliken charge analysis, in e, for atoms 1 through 4:
1. Tc 1.324
2. C -0.595
3. C -0.402
4. O -0.344

=====

[3]
Computed, not measured: C10H20O5Sm as an isolated structure at a distorted geometry, with ωB97M-V/def2-TZVPD.

ORCA input file:
```
! RIJCOSX wB97M-V def2-TZVPD def2/J DEFGRID3
* xyz 3 6
Sm 0.237 -0.081 -0.389
C -1.434 1.779 1.280
C -2.092 1.985 -0.086
O -1.588 0.959 -0.998
C -2.560 0.099 -1.670
C -1.755 -0.800 -2.606
O -0.622 -1.406 -1.900
C -0.774 -2.744 -1.340
C -1.424 -2.724 0.048
O -0.857 -1.640 0.860
C -0.191 -1.971 2.122
C 1.329 -1.837 1.980
O 1.664 -0.673 1.166
C 2.054 0.571 1.832
C 0.836 1.413 2.223
O -0.015 1.534 1.040
H -1.856 0.914 1.800
H -1.576 2.671 1.890
H -1.829 2.955 -0.504
H -3.175 1.920 0.010
H -3.253 0.703 -2.256
H -3.120 -0.465 -0.922
H -1.315 -0.206 -3.405
H -2.388 -1.566 -3.051
H 0.238 -3.151 -1.295
H -1.366 -3.365 -2.013
H -1.267 -3.693 0.521
H -2.496 -2.546 -0.010
H -0.445 -2.980 2.443
H -0.588 -1.279 2.863
H 1.756 -2.696 1.463
H 1.793 -1.771 2.964
H 2.681 1.102 1.112
H 2.663 0.365 2.711
H 1.161 2.405 2.537
H 0.271 0.953 3.035
*
```

Computed properties:
E_tot in eV: -38806.3425
Frontier orbital gap (spin up / spin down) in eV: 10.004 / 11.822
Expectation value of S²: 8.758
HOMO energy (spin up / spin down) in eV: -22.15 / -22.18
M in g/mol: 370.625

Results of the Mulliken charge analysis, in e, for atoms 1 through 4:
1. Sm 1.598
2. C -0.381
3. C -0.567
4. O -0.323

=====

[4]
Computed, not measured: C10H21AlNO2 as an isolated structure at a distorted geometry, with ωB97M-V/def2-TZVPD.

ORCA input file:
```
! RIJCOSX wB97M-V def2-TZVPD def2/J DEFGRID3
* xyz 1 1
Al -0.943 1.129 1.098
C -0.190 1.845 -3.678
C 0.502 1.209 -2.446
C 1.963 0.804 -2.715
O 0.290 1.895 -1.306
H 0.157 2.828 -3.980
H -1.269 1.891 -3.514
H -0.140 1.080 -4.457
H 0.074 0.190 -2.335
H 2.277 1.494 -3.507
H 2.104 -0.199 -3.112
H 2.687 1.006 -1.927
C 2.320 3.693 3.970
C 1.655 2.336 4.271
C 0.792 2.480 5.555
O 0.891 1.993 3.181
H 2.902 3.758 3.048
H 3.037 4.031 4.719
H 1.544 4.444 3.820
H 2.378 1.530 4.410
H 0.259 3.428 5.615
H 1.410 2.460 6.454
H 0.083 1.657 5.615
C -3.210 -4.847 -1.392
C -1.702 -4.551 -1.401
C -1.298 -3.236 -2.090
C -1.556 -1.973 -1.358
N -1.768 -1.015 -0.761
H -3.365 -5.798 -0.869
H -3.688 -5.106 -2.335
H -3.766 -4.135 -0.781
H -1.359 -5.366 -2.042
H -1.239 -4.661 -0.425
H -1.621 -3.092 -3.122
H -0.209 -3.203 -2.205
*
```

Computed properties:
E_tot in eV: -22878.4233
Frontier orbital gap in eV: 3.039
Energy above the lowest of the compared OMol25 structures with the same formula, charge and spin in kJ/mol: 392.30
HOMO energy in eV: -11.32
M in g/mol: 214.265

Results of the Mulliken charge analysis, in e, for atoms 1 through 4:
1. Al 1.017
2. C -1.307
3. C 1.314
4. C -1.248

=====

[5]
Computed, not measured: a 2-piece molecular cluster, C10H21BN3O6P overall at a distorted geometry, with ωB97M-V/def2-TZVPD.

ORCA input file:
```
! RIJCOSX wB97M-V def2-TZVPD def2/J DEFGRID3
* xyz 0 1
C -1.631 0.745 2.664
C -0.923 -0.322 3.074
C -0.703 -1.594 2.282
P -1.290 -3.109 3.183
N -1.463 -4.444 2.385
C 0.851 -1.638 2.295
O 1.599 -2.383 2.850
O 1.228 -0.621 1.489
C 0.455 -0.770 0.252
C 0.135 0.576 -0.393
C 0.003 0.558 -1.922
C 1.288 -1.709 -0.611
B 2.723 -1.154 -0.981
O 3.228 -1.486 -2.212
O 3.521 -0.370 -0.164
C -0.889 -1.465 0.751
O -0.995 -2.677 0.036
H -2.604 0.705 2.186
H -1.249 1.739 2.882
H -0.423 -0.282 4.041
H -2.483 -2.671 3.795
H -0.348 -3.234 4.215
H -2.415 -4.786 2.406
H -0.767 1.023 0.020
H 0.947 1.264 -0.138
H 0.941 0.796 -2.425
H -0.361 -0.387 -2.322
H -0.719 1.323 -2.201
H 1.405 -2.673 -0.105
H 0.790 -1.946 -1.547
H 4.044 -0.988 -2.346
H 3.548 -0.739 0.726
H -1.797 -0.893 0.562
H -1.922 -2.858 -0.138
N 0.662 4.228 -3.062
C -0.654 4.265 -2.690
N -1.440 5.132 -3.399
O -1.094 3.570 -1.791
H 1.047 4.788 -3.798
H 1.262 3.601 -2.560
H -2.409 5.179 -3.148
H -1.098 5.710 -4.142
*
```

Computed properties:
E_tot in eV: -37431.8752
Frontier orbital gap in eV: 8.729
HOMO energy in eV: -8.30
M in g/mol: 321.079

Results of the Mulliken charge analysis, in e, for atoms 1 through 4:
1. C -0.880
2. C -0.946
3. C 1.787
4. P 0.278

=====

[6]
Computed, not measured: an isolated ion of composition C10H21BrFN2O2 and charge +1, with ωB97M-V/def2-TZVPD.

ORCA input file:
```
! RIJCOSX wB97M-V def2-TZVPD def2/J DEFGRID3
* xyz 1 1
C 4.550 0.113 0.033
C 3.078 0.443 0.299
Br 2.784 0.757 2.214
C 2.129 -0.648 -0.168
C 0.651 -0.312 0.074
C 0.012 -1.323 1.013
N -1.321 -0.801 1.443
C -2.275 -0.556 0.314
C -2.907 -1.862 -0.157
C -1.601 0.252 -0.818
F -2.392 0.044 -1.947
C -1.665 1.754 -0.509
O -1.589 1.945 0.902
O -2.579 2.927 1.249
C -0.197 -0.247 -1.198
N 0.461 0.515 -2.236
H 4.639 -0.728 -0.647
H 5.065 -0.113 0.961
H 5.048 0.983 -0.385
H 2.814 1.378 -0.188
H 2.382 -1.557 0.384
H 2.302 -0.856 -1.220
H 0.565 0.659 0.573
H -0.128 -2.287 0.533
H 0.636 -1.441 1.894
H -1.171 0.058 1.980
H -1.754 -1.471 2.078
H -3.058 0.066 0.736
H -2.272 -2.425 -0.832
H -3.179 -2.466 0.708
H -3.835 -1.612 -0.660
H -0.862 2.316 -0.980
H -2.609 2.134 -0.892
H -2.096 3.476 1.876
H -0.328 -1.264 -1.578
H -0.181 0.787 -2.970
H 0.882 1.363 -1.877
*
```

Computed properties:
E_tot in eV: -90537.4602
Frontier orbital gap in eV: 10.230
HOMO energy in eV: -13.09
M in g/mol: 300.192

Results of the Mulliken charge analysis, in e, for atoms 1 through 4:
1. C -1.179
2. C 0.229
3. Br -0.150
4. C -1.749

=====

[7]
Computed, not measured: C10H21Cl3N3O7P2RuS as an isolated structure at a distorted geometry, with ωB97M-V/def2-TZVPD.

ORCA input file:
```
! RIJCOSX wB97M-V def2-TZVPD def2/J DEFGRID3
* xyz 3 1
Ru -0.771 0.415 -0.179
C 0.694 2.118 1.712
C -0.622 1.854 2.418
N -1.311 0.677 1.800
C -2.789 0.733 1.957
C -3.355 1.836 1.071
S -2.381 2.012 -0.472
C -1.436 3.559 -0.193
C 0.035 3.279 -0.435
N 0.513 2.037 0.240
H 1.425 1.358 1.990
H 1.092 3.091 2.008
H -1.281 2.713 2.348
H -0.464 1.666 3.481
H -0.971 -0.149 2.290
H -3.056 0.904 3.002
H -3.179 -0.237 1.660
H -3.367 2.811 1.555
H -4.379 1.616 0.775
H -1.646 3.935 0.805
H -1.797 4.301 -0.904
H 0.642 4.139 -0.141
H 0.191 3.115 -1.502
H 1.418 1.836 -0.177
C 4.145 -1.630 0.292
C 3.499 -1.977 -0.975
O 3.730 -3.133 -1.432
P 2.811 -0.675 -2.165
O 2.684 -1.553 -3.454
O 4.099 0.180 -2.304
O 1.659 0.018 -1.601
P 0.602 -2.608 0.009
O 0.600 -3.881 0.883
O 0.562 -2.812 -1.431
O 0.405 -1.387 0.787
H 5.224 -1.760 0.123
H 3.888 -2.336 1.091
H 3.929 -0.613 0.603
H 3.340 -3.295 -2.322
H 1.821 -1.636 -3.894
H 4.781 0.002 -2.974
H 0.600 -4.741 0.425
Cl -2.962 -4.425 -1.426
C -3.880 -2.920 -1.231
Cl -4.671 -2.459 -2.724
Cl -5.019 -3.046 0.104
C -2.905 -1.871 -0.883
N -2.145 -1.058 -0.609
*
```

Computed properties:
E_tot in eV: -99053.0345
Frontier orbital gap in eV: 6.310
Energy above the lowest of the compared OMol25 structures with the same formula, charge and spin in kJ/mol: 36.47
HOMO energy in eV: -17.54
M in g/mol: 596.736

Results of the Mulliken charge analysis, in e, for atoms 1 through 4:
1. Ru 0.440
2. C -0.639
3. C -0.834
4. N -0.066

=====

[8]
Computed, not measured: C10H21ClMnNO3P2 as an isolated structure at a distorted geometry, with ωB97M-V/def2-TZVPD.

ORCA input file:
```
! RIJCOSX wB97M-V def2-TZVPD def2/J DEFGRID3
* xyz 2 5
C -2.132 1.606 -3.292
C -1.719 0.995 -1.989
H -3.136 1.259 -3.553
H -1.432 1.308 -4.087
H -2.122 2.701 -3.206
O -2.358 0.061 -1.458
Cl 1.369 0.202 1.863
Mn -0.008 0.457 0.220
P -0.939 -1.716 0.514
C -2.592 -1.621 1.274
C -1.176 -2.760 -0.969
H -1.669 -3.694 -0.668
H -0.495 -3.790 1.701
H -0.219 -2.992 -1.451
H 1.029 -2.940 1.294
H -3.246 -1.040 0.610
H -1.816 -2.216 -1.674
C -0.001 -2.812 1.646
H -2.998 -2.631 1.423
H 0.025 -2.356 2.642
H -2.514 -1.105 2.240
P 1.614 -0.236 -1.258
C 2.871 1.082 -1.287
C 2.527 -1.733 -0.753
H 0.429 -1.256 -3.128
H 2.146 -0.921 -3.520
H 0.950 0.413 -3.506
C 1.245 -0.529 -3.024
H 1.886 -2.622 -0.786
H 3.373 -1.879 -1.437
H 3.691 0.806 -1.961
H 3.250 1.230 -0.270
H 2.899 -1.601 0.270
H 2.404 2.016 -1.626
C -0.524 1.607 -1.317
O -0.050 2.722 -1.485
O -2.992 2.767 2.279
C -2.188 2.080 1.731
N -1.380 1.384 1.189
*
```

Computed properties:
E_tot in eV: -80746.0515
Frontier orbital gap (spin up / spin down) in eV: 6.145 / 5.621
Expectation value of S²: 6.375
Energy above the lowest of the compared OMol25 structures with the same formula, charge and spin in kJ/mol: 0.00
HOMO energy (spin up / spin down) in eV: -16.74 / -16.65
M in g/mol: 355.621

Results of the Mulliken charge analysis, in e, for atoms 1 through 4:
1. C -1.195
2. C 0.883
3. H 0.367
4. H 0.310